[1]
17
Properties=species:S:1:pos:R:3:forces:R:3 method="wB97M-V/def2-TZVPD" homo_energy_ev="1.129 / -4.060" multiplicity=2 energy_ha=-288.877360 e_above_lowest_ev=1.760 total_charge=-1
O 1.575 1.997 0.764 0.02 1.64 0.53
N 0.549 -0.751 -0.567 -0.34 -0.67 0.54
C 0.147 -0.953 -1.941 0.94 0.81 -0.02
C -0.144 -0.176 1.607 1.22 -0.61 2.89
C -1.948 -0.086 0.007 0.74 -1.57 -2.08
C -0.453 -0.225 0.317 -0.03 -1.96 0.80
H 1.044 -1.341 -2.437 -0.45 -0.53 -0.22
H -0.677 0.074 2.530 -1.25 0.33 -1.11
H -2.014 0.953 -0.188 -1.21 1.06 -0.19
H -0.754 -1.555 -2.025 0.06 -0.24 -0.54
H 0.772 -0.517 2.128 0.39 0.26 -1.51
H 0.952 -1.677 -0.232 -0.62 1.30 0.02
H -2.301 -0.687 -0.913 0.76 1.07 1.15
H -2.545 -0.493 0.818 -0.03 0.47 0.34
H 2.291 1.378 0.821 0.21 -0.72 -0.38
H 0.028 0.030 -2.412 -0.51 -0.04 -0.06
H 1.060 1.827 -0.027 0.08 -0.59 -0.14

---

[2]
17
Properties=species:S:1:pos:R:3:forces:R:3 method="wB97M-V/def2-TZVPD" homo_energy_ev="-2.494 / -2.492" multiplicity=2 energy_ha=-288.852280 e_above_lowest_ev=2.443 total_charge=-1
O -2.998 0.497 -1.185 -0.35 0.20 0.03
N 1.724 0.343 1.532 -0.05 0.46 0.73
C -0.696 -1.013 -1.609 -1.20 -0.39 -0.36
C 0.259 -0.260 -1.088 0.42 0.53 0.15
C 0.036 1.233 -0.781 0.71 -1.18 -1.82
C 1.055 -0.571 2.397 0.21 -0.89 0.76
H 1.219 -1.588 2.003 -0.47 0.04 -0.10
H 1.302 -0.594 -0.947 -0.38 -0.13 -0.14
H -1.745 -0.578 -1.699 0.81 -0.09 0.18
H 0.877 1.561 -0.173 -0.66 0.42 0.16
H -0.601 -2.045 -1.970 0.56 0.19 0.34
H -0.996 1.388 -0.484 -0.07 0.22 0.43
H 1.418 -0.687 3.441 0.60 0.46 -0.33
H 2.725 0.149 1.531 0.07 -0.31 0.12
H -0.002 -0.368 2.568 -0.08 0.10 -0.81
H 0.122 1.667 -1.803 -0.03 0.32 0.64
H -3.698 0.868 -1.733 -0.09 0.05 0.01